(1)
The following is a DFT calculation (ωB97M-V/def2-TZVPD) of a 18-piece molecular cluster, C21H43BCl34INO4 overall in a non-equilibrium geometry.

Positions of all 105 atoms, in Å:
C 4.14072 1.63222 -0.01244
C 3.19497 1.40110 -1.20601
C 1.77735 1.07239 -0.75669
I 0.76611 2.92435 -0.24958
O 1.08361 0.42268 -1.80173
C -0.09554 -0.15836 -1.42815
O -0.18419 -0.99340 -0.52924
O -1.11421 0.22715 -2.22244
B -2.14908 1.00279 -1.63626
N -2.62730 2.13446 -2.36011
O -2.77133 0.62151 -0.46303
H 3.69226 1.27190 0.91336
H 4.40168 2.68098 0.09847
H 5.04955 1.05171 -0.16396
H 3.58981 0.61462 -1.84594
H 3.13345 2.30861 -1.80640
H 1.80505 0.45492 0.13933
H -2.93043 2.86274 -1.72541
H -1.91410 2.53867 -2.95394
H -2.20861 0.68706 0.31407
C -6.12802 1.62423 0.72780
Cl -6.20582 0.68828 2.22804
Cl -6.14024 3.36154 1.05603
H -5.20928 1.37887 0.21746
H -6.98991 1.38064 0.11795
C 2.81829 -2.58265 -0.66343
Cl 3.56383 -2.51838 0.93827
Cl 3.93788 -1.98466 -1.90179
H 2.56890 -3.61208 -0.89288
H 1.92913 -1.96718 -0.65400
C 0.90641 6.68538 2.00122
Cl -0.65227 5.85395 1.89443
Cl 2.21975 5.57267 2.39059
H 1.11727 7.14691 1.04333
H 0.84660 7.43682 2.77891
C -3.13660 2.72278 3.69513
Cl -3.00941 3.51872 2.12562
Cl -1.90595 1.46027 3.85380
H -2.98486 3.46150 4.47259
H -4.12010 2.27363 3.77514
C 7.12577 -2.73965 0.19567
Cl 7.70852 -1.08279 0.40734
Cl 7.55788 -3.40185 -1.38619
H 7.56736 -3.36259 0.96359
H 6.04675 -2.72892 0.27429
C 0.14609 -2.18948 4.12113
Cl -0.02990 -1.46606 5.72163
Cl 0.04071 -0.98083 2.83592
H 1.11735 -2.66617 4.06621
H -0.64474 -2.91539 3.97944
C -7.75787 3.08321 -2.49637
Cl -8.72737 1.85201 -1.66852
Cl -6.89241 2.41789 -3.88203
H -8.42728 3.86081 -2.84265
H -7.03734 3.47814 -1.78947
C -11.72839 1.81324 -3.97410
Cl -13.33303 2.32477 -3.43929
Cl -10.81550 3.14151 -4.70256
H -11.17589 1.45166 -3.11641
H -11.84342 1.03186 -4.71460
C 1.45671 -3.80379 8.53186
Cl 0.61870 -5.15228 9.31241
Cl 2.19105 -4.28388 6.99663
H 0.73708 -3.02010 8.33664
H 2.24041 -3.45551 9.19139
C 2.85576 0.71674 7.87835
Cl 2.00024 -0.60861 8.68289
Cl 3.58291 0.20432 6.35424
H 2.14476 1.50793 7.67585
H 3.64060 1.06526 8.53763
C 5.98330 7.64336 1.40907
Cl 4.28416 8.11385 1.50418
Cl 6.24501 6.34613 0.23661
H 6.56126 8.50673 1.10316
H 6.30058 7.29578 2.38430
C -4.04653 -3.27770 -0.28858
Cl -5.75863 -2.83137 -0.33453
Cl -3.67562 -4.60440 -1.39523
H -3.46220 -2.41379 -0.57068
H -3.80241 -3.58741 0.71952
C 4.63341 -4.46683 -4.78055
Cl 4.76152 -3.79288 -6.40985
Cl 5.79872 -5.76838 -4.51633
H 4.82600 -3.68291 -4.05904
H 3.63601 -4.86876 -4.64822
C 4.83591 -7.61407 -7.45595
Cl 3.39670 -7.10520 -8.34964
Cl 6.12951 -8.15280 -8.53432
H 5.19574 -6.77527 -6.87623
H 4.56362 -8.43581 -6.80477
C 3.62515 -7.73633 -1.95377
Cl 4.16047 -6.21486 -1.22778
Cl 3.01582 -7.49978 -3.59520
H 4.46656 -8.41698 -1.99213
H 2.82839 -8.14470 -1.34522
C -8.50545 -5.15698 -0.37742
Cl -10.21501 -4.70073 -0.41337
Cl -8.15049 -6.47787 -1.49620
H -7.91225 -4.29872 -0.65918
H -8.25485 -5.47721 0.62614
C 3.57110 10.64987 -2.00614
Cl 5.12519 10.91460 -1.20359
Cl 2.67101 9.31185 -1.28582
H 2.97976 11.55218 -1.91556
H 3.75754 10.41666 -3.04676

Calculated values
* maximum force: 2.621 eV Å⁻¹
* E: -17150.84758 hartree
* lowest unoccupied orbital energy: 0.11 eV
* Kohn-Sham gap: 10.02 eV
* highest occupied orbital energy: -9.9 eV
* total charge: 0

Here are the Mulliken charges for atoms 1 to 99, given in e: -1.058 -0.327 -0.392 0.078 -0.348 0.510 -0.548 -0.505 0.292 -0.331 -0.055 0.340 0.298 0.246 0.197 0.506 0.442 0.210 0.264 0.160 0.661 -0.190 -0.174 -0.191 -0.112 0.714 -0.205 -0.149 0.326 -0.625 -0.316 -0.088 -0.114 0.143 0.370 -0.344 -0.131 -0.079 0.339 0.196 0.407 -0.166 -0.145 0.322 -0.424 -0.433 -0.134 -0.011 0.258 0.351 -0.099 -0.217 -0.148 0.291 0.151 -0.035 -0.160 -0.150 0.063 0.279 -0.069 -0.176 -0.137 0.088 0.277 -0.342 -0.119 -0.126 0.274 0.327 -0.350 -0.091 -0.149 0.298 0.293 0.231 -0.135 -0.173 -0.197 0.259 0.196 -0.167 -0.161 -0.067 0.202 0.208 -0.164 -0.169 -0.142 0.242 -0.384 -0.081 -0.128 0.281 0.332 0.154 -0.168 -0.157 -0.091

***

(2)
The following is a DFT calculation (ωB97M-V/def2-TZVPD) of the molecule C4H3NOS2.

Positions of all 11 atoms, in Å:
S 0.34475 3.14074 -0.43275
C 0.33104 1.57468 -0.02820
C 1.07634 0.89165 1.02927
C 0.75123 -0.40996 1.00615
C -0.20838 -0.59281 -0.08328
N -0.83581 -1.57280 -0.57223
S -0.58522 -3.10355 0.13167
O -0.42752 0.64932 -0.67036
H 1.75626 1.38308 1.68574
H 1.10324 -1.19776 1.64118
H -1.44239 -3.74659 -0.68469

Calculated values
* maximum force: 0.889 eV Å⁻¹
* ΔE to the lowest compared entry with this formula, charge and spin: 107.8 kJ/mol
* SMILES: S=C1C=C/C(=N\S)O1
* E: -1080.54821 hartree
* lowest unoccupied orbital energy: -1.39 eV
* Kohn-Sham gap: 7.49 eV
* highest occupied orbital energy: -8.9 eV
* total charge: 0

natural (NBO) charges in e: 0.029 0.145 -0.218 -0.244 0.455 -0.524 0.181 -0.444 0.244 0.243 0.133

***

(3)
The following is a DFT calculation (ωB97M-V/def2-TZVPD) of the molecule C4H9NO.

Positions of all 15 atoms, in Å:
C -2.27108 -0.21616 -0.37108
C -0.79382 -0.03454 -0.66158
N -0.36133 0.85410 0.39481
C 0.72553 0.64673 0.99359
C 1.86025 -0.26549 0.61726
O 2.16461 -0.28593 -0.76180
H -2.74293 -0.70878 -1.21684
H -2.38324 -0.81349 0.54218
H -2.74714 0.75303 -0.17910
H -0.27497 -1.00855 -0.70314
H -0.61215 0.44620 -1.62645
H 0.88428 1.22442 1.90014
H 1.63457 -1.29506 0.91155
H 2.70374 0.07465 1.23104
H 2.21367 0.62885 -1.07059

Calculated values
* maximum force: 0.561 eV Å⁻¹
* ΔE to the lowest compared entry with this formula, charge and spin: 189.4 kJ/mol
* SMILES: CC/N=C\CO
* E: -287.76032 hartree
* lowest unoccupied orbital energy: 0.84 eV
* Kohn-Sham gap: 10.26 eV
* highest occupied orbital energy: -9.4 eV
* total charge: 0

natural (NBO) charges in e: -0.601 -0.260 -0.389 0.087 -0.149 -0.703 0.203 0.203 0.218 0.183 0.200 0.168 0.199 0.173 0.468

***

(4)
The following is a DFT calculation (ωB97M-V/def2-TZVPD) of a 11-piece molecular cluster, C4H33N3O11 overall in a non-equilibrium geometry.

Positions of all 51 atoms, in Å:
N 0.14729 0.38280 3.12054
C -0.52551 -0.53177 2.09556
N 0.37556 -0.66933 0.90889
C 0.18916 0.49367 -0.04663
C 1.26555 0.61378 -1.29814
N 0.43820 0.86858 -2.60905
C 2.32853 1.81207 -1.03467
O 3.15840 1.66303 0.04163
H 1.18779 0.15925 3.20252
H 0.19907 1.30146 2.75086
H -1.50940 -0.14622 1.94082
H -0.92329 -1.58682 2.40299
H 0.24582 -1.52562 0.33798
H -0.78301 0.41792 -0.59131
H 0.33666 1.38638 0.54700
H 1.95103 -0.28088 -1.36407
H 1.03936 1.19895 -3.36653
H -0.22777 1.55787 -2.28369
H 2.83760 1.90764 -1.97986
H 1.83607 2.74849 -0.72250
H 3.67696 0.82656 0.01253
O -2.24485 1.62886 -2.66734
H -2.39935 1.24672 -1.79136
H -2.49024 0.78514 -3.12398
O 0.94820 -3.01171 -0.23500
H 1.29052 -3.08148 0.61169
H 0.86790 -3.80243 -0.75420
O 0.49873 -3.63074 2.17851
H -0.41056 -3.57432 1.97734
H 0.60316 -3.07299 2.90486
O -1.46681 -1.36329 -3.16652
H -1.16296 -1.99944 -3.86305
H -0.71257 -0.73633 -2.99414
O -2.24366 2.07895 1.66878
H -2.87674 1.30014 1.77895
H -1.38850 1.60620 1.69311
O 3.57005 -0.92172 0.91610
H 2.73438 -1.03338 1.32378
H 3.87540 -1.79274 0.51355
O -1.66212 -3.39962 0.88348
H -2.11963 -2.78685 0.15740
H -1.13751 -3.91484 0.17379
O -0.79171 3.45449 -0.93584
H -0.41758 4.24257 -1.35245
H -1.70781 3.30008 -0.75110
O 0.65217 2.95695 2.07820
H 0.22658 3.62731 1.40607
H 1.47604 2.89907 1.66582
O -2.61616 -1.32072 -0.55757
H -2.60076 -1.28514 -1.57301
H -3.53767 -0.99657 -0.23074

Calculated values
* maximum force: 4.641 eV Å⁻¹
* ΔE to the lowest compared entry with this formula, charge and spin: 245.8 kJ/mol
* SMILES: NCNC[C@@H](N)CO.O.O.O.O.O.O.O.O.O.O
* E: -1163.99134 hartree
* lowest unoccupied orbital energy: -0.05 eV
* Kohn-Sham gap: 8.53 eV
* highest occupied orbital energy: -8.6 eV
* total charge: 0

natural (NBO) charges in e: -0.862 -0.079 -0.717 -0.256 -0.071 -0.905 -0.057 -0.743 0.349 0.377 0.144 0.199 0.408 0.166 0.216 0.196 0.367 0.409 0.140 0.160 0.501 -0.932 0.460 0.479 -0.978 0.509 0.480 -0.968 0.496 0.469 -1.031 0.489 0.524 -0.945 0.461 0.484 -0.973 0.498 0.481 -1.000 0.518 0.470 -1.003 0.501 0.512 -0.946 0.494 0.478 -0.985 0.524 0.490